Entry 1:
{"formula": "C5H12NO2", "method": "ωB97M-V with the def2-TZVPD basis set", "symbols": ["C", "C", "C", "C", "C", "N", "O", "O", "H", "H", "H", "H", "H", "H", "H", "H", "H", "H", "H", "H"], "xyz": [[-2.008554, 0.663314, 0.534107], [-1.395218, -1.351107, -0.835728], [1.763895, 1.533542, 0.075612], [-1.135105, 0.060278, -0.465917], [1.801502, 0.023772, 0.340288], [0.536881, -0.367435, 0.922327], [0.514334, -1.746036, 0.833411], [2.225860, -0.725478, -0.694564], [-2.922472, 1.282309, 0.143226], [-2.472720, -0.003693, 1.217366], [-1.231731, 1.230150, 1.239040], [-2.454531, -1.706389, -0.815971], [-0.678388, -1.852335, -0.123861], [-1.094095, -1.777700, -1.917973], [0.738168, 1.859461, 0.106584], [2.242514, 2.048144, 0.811252], [2.338271, 1.729148, -0.828977], [-0.943474, 0.855725, -1.227745], [2.526275, -0.239150, 1.213327], [1.648591, -1.516517, -0.525810]], "forces_ev_per_a": [[-0.008, 2.648, 1.786], [-0.165, -0.748, -3.106], [-0.269, -1.891, -1.530], [0.984, -0.242, -0.973], [0.993, 1.445, 3.025], [-1.868, -2.323, -1.436], [0.454, 1.768, 0.781], [-0.253, -1.086, -2.002], [1.801, -0.498, 0.467], [-0.253, -1.154, 0.572], [-2.104, -0.303, -1.261], [0.584, 0.383, 0.791], [-0.433, -0.778, 0.130], [-0.138, 1.510, 1.996], [-0.371, 0.201, -0.667], [1.490, 1.398, 2.370], [-0.525, 0.179, -0.366], [0.557, -1.073, 0.272], [-0.694, 0.834, -0.763], [0.218, -0.269, -0.086]], "charge": -1, "multiplicity": 1, "orbital_gap_ev": [6.88, 6.88], "e_above_lowest_ev": 6.5232}

=====

Entry 2:
{"formula": "C5H12NO2", "method": "ωB97M-V with the def2-TZVPD basis set", "symbols": ["C", "O", "C", "C", "C", "C", "N", "H", "H", "H", "H", "H", "H", "H", "H", "H", "H", "H", "H", "O"], "xyz": [[-1.370147, 1.408216, -0.588785], [-1.974983, 2.372703, -0.074265], [-0.830825, 0.257894, 0.444387], [0.041975, -0.847085, -0.285060], [0.065326, -0.708009, -1.732115], [-0.206225, -1.817610, -2.458820], [0.331192, 0.781206, 1.378033], [-0.521130, 1.477311, -1.257499], [-2.099703, 0.708321, -1.206054], [-1.552657, -0.163367, 1.144779], [1.057937, -0.426396, 0.041955], [-0.073805, -1.846436, 0.203530], [0.371458, 0.174313, -2.062009], [-0.391656, -2.744180, -1.930336], [-0.557338, -1.855809, -3.471722], [0.626001, 1.711438, 1.066097], [-0.108424, 1.024081, 2.264095], [2.275759, 0.810208, 2.477119], [2.458108, -0.608960, 2.861172], [2.459128, 0.292167, 3.185506]], "forces_ev_per_a": [[-0.894, -5.546, 0.156], [-1.109, 3.841, 1.626], [3.207, 0.501, -0.236], [1.343, 1.612, 1.947], [-1.511, -6.740, 0.009], [-0.703, 1.048, 0.380], [-1.903, 1.025, 0.634], [0.859, 1.123, -0.482], [0.720, 0.304, -0.009], [-0.391, 0.137, -0.297], [-0.928, -1.304, -0.446], [0.015, 0.627, -0.882], [0.745, 3.475, -1.815], [-0.083, -0.045, 0.209], [0.803, 0.230, -0.731], [-0.331, -0.092, -0.485], [0.008, 0.007, 0.185], [-1.275, 2.114, -3.564], [-0.171, -0.193, -0.309], [1.598, -2.125, 4.113]], "charge": -2, "multiplicity": 2, "orbital_gap_ev": [2.20, 6.48], "e_above_lowest_ev": 3.9912, "s2": 0.75}

=====

Entry 3:
{"formula": "C5H12NO2", "method": "ωB97M-V with the def2-TZVPD basis set", "symbols": ["C", "O", "C", "C", "C", "C", "O", "N", "H", "H", "H", "H", "H", "H", "H", "H", "H", "H", "H", "H"], "xyz": [[-0.466695, -0.508018, -1.626071], [-1.312517, -1.597093, -1.888855], [-0.369003, -0.318475, -0.084252], [0.371321, 0.986625, 0.055918], [1.248170, 1.001243, 1.297516], [2.281647, -0.050742, 1.291831], [2.309676, -0.820832, 0.365777], [-1.916334, -0.223311, 0.431016], [0.595924, -0.857787, -2.034654], [-0.812618, 0.312543, -2.213135], [-1.141756, -1.926634, -2.735599], [0.047638, -1.177851, 0.406328], [-0.368927, 1.657733, 0.357568], [0.956369, 1.346823, -0.802064], [1.655884, 2.010447, 1.439348], [0.516727, 0.691859, 2.121513], [3.033416, -0.018448, 2.077095], [-2.043044, 0.826948, 0.793956], [-2.496865, -0.443465, -0.411003], [-2.089015, -0.891570, 1.157771]], "forces_ev_per_a": [[2.633, -2.995, -0.190], [-1.267, 0.332, 2.309], [-1.224, 0.367, -2.889], [1.213, -0.486, 1.480], [-1.609, -0.070, 1.085], [0.444, 0.405, -1.089], [0.453, -0.659, 0.161], [1.622, 3.175, -0.914], [-1.780, 1.363, 1.225], [-0.044, 1.281, 0.126], [0.223, -0.868, -2.000], [0.049, -0.263, 0.087], [-1.172, 1.900, -0.383], [-0.663, -0.465, -0.049], [-0.079, -0.347, 0.498], [1.186, 0.883, -0.263], [0.268, -0.354, 0.389], [-0.194, -3.072, -0.985], [0.218, 0.215, 0.872], [-0.276, -0.340, 0.531]], "charge": 1, "multiplicity": 1, "orbital_gap_ev": 10.13, "e_above_lowest_ev": 2.0661}

=====

Entry 4:
{"formula": "C5H12NO3", "method": "ωB97M-V with the def2-TZVPD basis set", "symbols": ["C", "C", "C", "C", "N", "C", "O", "O", "H", "H", "H", "H", "H", "H", "H", "H", "H", "H", "H", "H", "O"], "xyz": [[-0.134794, 0.794338, 1.910342], [0.095060, -0.040071, 0.618526], [0.325336, 0.899881, -0.584953], [1.644456, 1.700452, -0.442519], [-0.970168, -0.955676, 0.327613], [-0.761754, -2.388767, 0.521358], [-1.815732, -3.056725, 0.422160], [0.399776, -2.793664, 0.735198], [0.308652, 0.314774, 2.777875], [-1.223607, 0.866126, 2.008192], [0.324389, 1.778711, 1.782661], [0.979635, -0.650489, 0.837854], [-0.559356, 1.538197, -0.661565], [0.503466, 0.313816, -1.483957], [1.675633, 2.616551, 0.146486], [1.971257, 2.084101, -1.418665], [2.352932, 1.009078, 0.020397], [-1.923037, -0.604831, 0.334941], [-1.378517, -0.916725, -1.960718], [-0.575925, -1.599581, -2.967833], [-1.237702, -0.909498, -2.923392]], "forces_ev_per_a": [[-0.287, -0.148, -0.901], [0.296, 0.578, 0.220], [1.102, 0.257, 0.887], [-0.223, 0.278, -0.206], [0.641, -0.411, -0.173], [-0.894, -0.436, 0.027], [0.049, 0.178, -0.039], [-0.045, 0.597, -0.084], [-0.189, -0.109, 0.154], [0.189, 0.349, 0.414], [-0.208, 0.038, 0.246], [-0.153, -0.059, -0.622], [0.051, 0.035, -0.426], [-0.647, -0.111, -0.020], [-0.567, -0.084, 0.506], [0.223, -0.570, 0.040], [0.378, 0.182, -0.394], [0.287, -0.428, 0.275], [-0.188, 0.191, 0.120], [0.246, -0.305, -0.344], [-0.061, -0.021, 0.320]], "charge": -1, "multiplicity": 1, "orbital_gap_ev": 7.81, "e_above_lowest_ev": 0.6244}

=====

Entry 5:
{"formula": "C5H12NO3P", "method": "ωB97M-V with the def2-TZVPD basis set", "symbols": ["C", "C", "C", "C", "C", "N", "O", "O", "O", "P", "H", "H", "H", "H", "H", "H", "H", "H", "H", "H", "H", "H"], "xyz": [[-0.504458, -0.109799, -1.508991], [0.035889, -1.519198, -1.350071], [-0.809099, 0.573146, -0.183456], [0.376050, 1.229875, 0.501346], [-1.948667, 1.594847, -0.191933], [0.428966, 1.341135, 1.832022], [1.299922, -2.126462, 1.394491], [3.489547, -1.331699, 0.382761], [1.411738, -1.540650, -1.182077], [2.048917, -1.045494, 0.346285], [0.038438, 0.628975, -2.138789], [-1.447497, -0.226005, -2.031274], [-0.308684, -1.758755, -0.306873], [-0.273258, -2.313645, -2.127271], [-1.091754, -0.316030, 0.434795], [0.891765, 1.950460, -0.003503], [-2.826228, 1.014120, 0.167146], [-2.315896, 1.916347, -1.216445], [-1.721817, 2.300687, 0.554871], [0.007012, 0.599294, 2.453135], [2.018586, -2.661866, 1.836007], [1.200528, 1.800718, 2.337825]], "forces_ev_per_a": [[-0.472, 1.116, -1.337], [-0.125, -0.461, 1.431], [0.522, -1.231, 0.935], [-0.224, -3.578, 1.716], [-1.810, -2.037, -1.342], [-0.752, -0.485, 2.113], [0.887, -0.071, 0.320], [0.723, 0.085, -0.028], [2.285, -0.204, 0.618], [-1.980, 0.234, -1.506], [0.261, -0.902, 0.090], [-0.534, 0.135, -0.020], [-0.791, -0.900, -1.214], [0.348, 1.507, 1.148], [-0.016, 1.061, 0.186], [1.569, 1.717, -1.491], [0.305, 0.543, 0.000], [1.104, 0.253, 1.251], [-0.233, 1.578, 0.377], [0.473, 1.088, -1.422], [-0.960, 0.756, -0.797], [-0.582, -0.203, -1.029]], "multiplicity": 1, "orbital_gap_ev": [7.20, 7.20], "e_above_lowest_ev": 1.6939}

=====

Entry 6:
{"formula": "C5H12NO3S", "method": "ωB97M-V with the def2-TZVPD basis set", "symbols": ["C", "C", "C", "C", "C", "N", "O", "O", "O", "S", "H", "H", "H", "H", "H", "H", "H", "H", "H", "H", "H", "H"], "xyz": [[-0.316299, -1.684845, -0.655610], [-0.012159, -3.107842, -0.829413], [0.765511, 0.021027, 2.383080], [-1.394018, 3.157428, -1.643609], [1.006531, -0.355988, 1.019039], [0.294403, -0.978609, 0.203592], [-2.044659, 0.703330, -0.747862], [-1.209704, 2.412708, 0.882338], [0.343239, 1.259350, -0.666680], [-1.010506, 1.728205, -0.646849], [-1.082921, -1.216528, -1.201306], [0.834823, -3.498565, -0.359229], [-0.906701, -3.670257, -0.371174], [0.122861, -3.365741, -1.819066], [0.306120, -0.656114, 2.987951], [1.759002, 0.084155, 2.756371], [0.331247, 1.041019, 2.249362], [-1.720133, 2.802852, -2.723136], [-2.401828, 3.569407, -1.376669], [-0.589970, 3.858736, -1.742472], [-1.426505, 1.725481, 1.489966], [1.717628, 0.292446, 0.539385]], "forces_ev_per_a": [[2.055, 0.176, 1.921], [-2.370, -0.698, 1.750], [0.988, 1.586, -0.840], [-2.352, -1.092, -2.483], [-0.512, 0.272, -1.997], [-0.551, -2.067, 0.009], [0.983, 1.320, -0.347], [0.661, 0.741, -2.886], [-0.278, 1.812, -1.557], [-1.897, -0.169, 2.511], [-1.046, 0.632, -0.599], [1.412, 0.013, 1.237], [1.090, 0.661, -0.982], [-0.377, -0.477, -2.366], [-2.089, -1.591, 1.471], [0.841, 0.745, 0.792], [0.321, -0.639, 0.813], [1.288, 0.088, 2.014], [1.222, -0.160, 0.672], [0.345, 0.301, 0.355], [-0.655, -1.052, 0.724], [0.921, -0.403, -0.211]], "charge": 1, "multiplicity": 1, "orbital_gap_ev": 11.39, "e_above_lowest_ev": 0.1778}